A structure of composition C37H30MnN11O2S3. Source: the OMol25 dataset; level of theory: ωB97M-V/def2-TZVPD.

Properties
* LUMO (alpha / beta): -1.170 / -0.516 eV
* spin multiplicity: 5
* HOMO-LUMO gap (alpha / beta): 6.9082 / 7.6351 eV
* relative energy (zero: lowest compared OMol25 entry of this formula, charge and spin): 37.2 kJ/mol

Each line ends with the Löwdin charge.
Cartesian coordinates (Å):
Mn: -0.869 -0.276 0.025  0.77
C: -3.658 -2.361 2.650  -0.01
C: -3.025 -1.315 1.778  -0.21
N: -1.973 -1.608 1.056  -0.05
N: -1.559 -2.923 1.166  -0.06
C: -0.356 -3.200 0.835  -1.08
S: 0.855 -2.080 0.331  0.64
S: 0.149 -4.893 0.967  0.87
C: -0.972 -5.736 -0.234  -0.40
C: -2.362 -6.048 0.232  -0.30
C: -3.430 -5.226 -0.118  -0.06
C: -4.725 -5.556 0.251  -0.09
C: -4.970 -6.716 0.970  -0.10
C: -3.911 -7.535 1.335  -0.08
C: -2.616 -7.201 0.970  -0.05
C: -3.607 0.010 1.790  -0.13
C: -4.464 0.405 2.833  -0.05
C: -5.066 1.640 2.836  -0.09
C: -4.871 2.505 1.755  -0.07
C: -4.040 2.152 0.720  0.00
C: -3.333 0.934 0.746  -0.33
O: -2.458 0.683 -0.187  -0.16
H: -3.383 -3.353 2.314  0.06
H: -4.740 -2.248 2.646  0.09
H: -3.298 -2.240 3.675  0.10
H: -0.425 -6.656 -0.436  0.07
H: -0.978 -5.127 -1.136  0.08
H: -3.243 -4.331 -0.697  0.11
H: -5.546 -4.908 -0.030  0.10
H: -5.983 -6.988 1.236  0.10
H: -4.097 -8.441 1.897  0.10
H: -1.792 -7.847 1.252  0.11
H: -4.627 -0.264 3.666  0.11
H: -5.685 1.943 3.670  0.10
H: -5.365 3.468 1.739  0.11
H: -3.863 2.810 -0.122  0.12
C: 2.931 1.766 3.664  -0.07
N: 1.600 1.344 3.271  -0.12
C: 1.282 0.460 2.326  -0.18
N: -0.026 0.403 2.191  0.03
C: -0.475 1.306 3.104  -0.17
N: 0.485 1.906 3.771  0.13
C: 3.350 3.046 2.975  -0.20
C: 3.552 4.208 3.705  -0.03
C: 3.954 5.374 3.068  -0.06
C: 4.156 5.388 1.701  -0.01
C: 3.939 4.228 0.957  -0.13
C: 3.533 3.061 1.597  0.04
C: 4.125 4.269 -0.487  -0.29
N: 4.550 5.268 -1.192  0.12
N: 4.499 4.883 -2.501  0.12
C: 4.046 3.670 -2.524  -0.29
O: 3.820 3.207 -1.270  0.12
C: 3.741 2.866 -3.699  -0.13
C: 3.970 3.407 -4.964  -0.01
C: 3.641 2.676 -6.090  -0.06
C: 3.093 1.407 -5.964  -0.03
C: 2.878 0.854 -4.709  -0.19
C: 2.337 -0.553 -4.588  -0.07
N: 1.069 -0.639 -3.887  -0.11
C: 0.889 -0.957 -2.607  -0.21
N: -0.395 -0.935 -2.313  0.02
C: -0.972 -0.572 -3.490  -0.18
N: -0.116 -0.376 -4.468  0.13
C: 3.195 1.591 -3.575  0.03
H: 3.612 0.959 3.393  0.13
H: 2.944 1.890 4.745  0.13
H: 1.996 -0.142 1.789  0.09
H: -1.519 1.520 3.267  0.11
H: 3.393 4.200 4.777  0.11
H: 4.103 6.277 3.644  0.11
H: 4.474 6.284 1.185  0.12
H: 3.358 2.166 1.011  0.12
H: 4.399 4.396 -5.038  0.12
H: 3.806 3.093 -7.074  0.11
H: 2.835 0.838 -6.848  0.11
H: 3.044 -1.163 -4.025  0.13
H: 2.206 -0.988 -5.576  0.13
H: 1.688 -1.230 -1.939  0.07
H: -2.035 -0.451 -3.619  0.12
H: 3.010 1.189 -2.585  0.12
S: 0.051 3.670 -1.823  0.62
C: 0.143 2.260 -1.098  -0.93
N: 0.129 1.204 -0.566  -0.06